Record 1
ORCA calculation (ωB97M-V/def2-TZVPD) on a cluster of 2 separate species, C6H11FO in total.

Energy = -410.07878 Eh
HOMO-LUMO gap (spin up / spin down) = 7.66 / 8.75 eV
Relative energy (zero: lowest compared OMol25 entry of this formula, charge and spin) = 148.2 kcal/mol

XYZ file:
```
19
Properties=species:S:1:pos:R:3:forces:R:3:mulliken_charge:R:1
F -0.79980 1.64394 -0.56988 -0.58 -0.23 0.00 -0.34
O -0.47171 -2.50967 -0.12548 -0.70 0.68 -0.52 -0.32
C 1.38991 0.86181 -0.21300 -1.61 -0.25 1.36 -1.65
C -2.37393 -1.38357 -1.43007 -2.20 0.55 1.25 -0.74
C 0.00817 1.12251 0.44155 3.35 3.61 -1.65 0.63
C 0.88333 -2.49429 -0.08970 0.59 1.09 -1.18 -0.49
C 0.22384 2.24330 1.49106 -3.57 0.00 -1.68 -1.38
C -1.38639 -2.02557 -0.90581 2.01 -1.70 0.71 0.48
H 0.70457 3.09083 1.03580 0.30 0.25 -0.31 0.35
H 1.82943 1.70139 -0.61891 0.38 2.46 -0.77 0.52
H 1.40029 -3.28498 0.40687 -0.60 -0.51 0.56 0.31
H -0.84248 2.60733 1.78700 2.02 -0.73 0.20 0.30
H 0.84292 1.83047 2.21969 0.64 -0.35 1.83 0.42
H -0.41226 0.27952 0.83742 -1.29 -2.23 0.96 0.30
H -2.83318 -0.45239 -1.01263 0.96 -0.23 -0.39 0.23
H -3.18460 -1.97527 -1.89596 0.85 0.22 -0.61 0.28
H 1.46931 -1.98390 -0.87004 -0.91 -0.21 0.21 0.26
H 1.45900 0.17403 -0.98342 -0.61 -1.66 -1.46 0.36
H 2.09359 0.55448 0.49551 0.96 -0.75 1.51 0.47
```
Positions in Å, forces in eV/Å.

Record 2
ORCA calculation (ωB97M-V/def2-TZVPD) on a structure of composition C5H7NO.

Energy = -324.50033 Eh
HOMO-LUMO gap = 7.77 eV
Relative energy (zero: lowest compared OMol25 entry of this formula, charge and spin) = 140.6 kcal/mol

XYZ file:
```
14
Properties=species:S:1:pos:R:3:forces:R:3:mulliken_charge:R:1
O 2.28030 -0.17576 0.32697 -0.01 -0.17 0.17 -0.53
N -0.96437 0.50789 -0.47753 -0.17 0.00 -0.08 -0.45
C 1.19785 0.36886 -0.35188 -0.07 0.24 -0.14 -0.23
C -1.59292 -0.59084 0.29910 -0.01 -0.09 0.26 -0.32
C 0.08886 1.15657 0.37254 0.08 0.23 0.22 -0.41
C -0.43164 -1.54458 0.16652 -0.23 0.29 -0.21 -0.60
C 0.05155 -0.54149 -0.85942 0.13 -0.31 -0.14 0.27
H -2.40454 -1.04967 -0.29920 0.14 0.01 0.07 0.27
H 0.09794 -0.93177 -1.88360 0.03 0.10 0.11 0.37
H 1.60206 0.95295 -1.18208 -0.06 -0.11 0.06 0.38
H 0.10700 2.24658 0.30959 0.04 -0.15 -0.06 0.30
H 0.01271 0.86158 1.42855 0.01 0.06 -0.11 0.25
H -2.01131 -0.34635 1.28472 0.07 -0.13 -0.13 0.33
H 1.96653 -0.91397 0.86571 0.06 0.03 -0.01 0.38
```
Positions in Å, forces in eV/Å.